{"formula": "C10H27NO11PS3", "method": "the ωB97M-V functional and the def2-TZVPD basis", "gap_ev": 8.5631, "spin_multiplicity": 1, "charge": -1, "symbols": ["C", "P", "O", "S", "O", "O", "N", "S", "O", "O", "S", "C", "O", "O", "H", "H", "H", "H", "H", "H", "H", "C", "O", "C", "C", "O", "C", "H", "H", "H", "H", "H", "H", "H", "H", "H", "H", "C", "O", "C", "C", "O", "C", "H", "H", "H", "H", "H", "H", "H", "H", "H", "H"], "xyz": [[2.41189, 3.42163, 3.88564], [2.34433, 3.06476, 2.04538], [1.60328, 4.41738, 1.35902], [0.95181, 1.38603, 1.93085], [0.03220, 1.49484, 0.77795], [1.87385, 0.22789, 1.73159], [0.25580, 1.29524, 3.45208], [-1.38868, 1.17301, 3.46166], [-1.83176, 1.43429, 4.86828], [-1.92938, -0.11556, 2.99464], [-2.38384, 2.72779, 2.36934], [-3.80480, 3.40597, 3.28897], [-1.50626, 3.85499, 1.98214], [-2.93708, 2.06319, 1.15686], [3.40961, 3.79860, 4.15378], [1.66710, 4.16918, 4.18875], [2.25804, 2.50637, 4.47074], [2.29780, 5.06822, 1.28896], [-3.59444, 4.46710, 3.45684], [-4.66884, 3.34914, 2.62372], [-3.97470, 2.88358, 4.23334], [2.11083, -0.52888, -1.63144], [3.43457, -0.67209, -2.14627], [4.29003, -1.36170, -1.25087], [4.50111, -2.79884, -1.69081], [3.30607, -3.55909, -1.57590], [2.66155, -3.75360, -2.82008], [1.47329, -0.16733, -2.43753], [1.71193, -1.47835, -1.27103], [2.09879, 0.20300, -0.81990], [3.90075, -1.32272, -0.22981], [5.25581, -0.84482, -1.26709], [5.24164, -3.26545, -1.03255], [4.88767, -2.83376, -2.71434], [3.22886, -4.46401, -3.43339], [2.54234, -2.81271, -3.36248], [1.67484, -4.17155, -2.62330], [-4.08892, -2.79281, -1.47506], [-4.19449, -1.39357, -1.64584], [-3.31469, -0.66931, -0.77838], [-2.08950, -0.16102, -1.50763], [-1.24149, -1.23314, -1.91726], [-1.35657, -1.52182, -3.29464], [-4.63666, -3.27261, -2.28745], [-3.04852, -3.12580, -1.50772], [-4.53955, -3.09235, -0.52230], [-3.01913, -1.28360, 0.07561], [-3.87244, 0.18927, -0.39930], [-1.51056, 0.45900, -0.81767], [-2.37497, 0.45875, -2.36348], [-0.89062, -0.72646, -3.88839], [-2.40085, -1.64030, -3.59669], [-0.82707, -2.45593, -3.48754]], "forces_ev_per_angstrom": [[-0.2537, -0.0458, -0.0914], [1.1286, 0.6829, -0.1149], [-0.4655, -1.2180, 0.9797], [-0.5171, -2.8678, -1.3704], [0.7600, 0.6534, 1.8824], [-0.8767, 2.2571, 1.2033], [-1.9847, 0.6205, -2.0386], [0.6638, -3.5461, 4.4152], [0.7953, 0.5479, -2.4248], [0.8630, 2.3129, -0.4771], [-0.4720, 1.8637, -5.8078], [0.2275, 0.0867, 0.4423], [-0.8107, -1.3725, 1.9610], [0.2498, 0.4629, 2.5434], [-0.1784, -0.0171, -0.3690], [-0.0003, -0.2850, -0.1525], [-0.1293, 0.1506, -0.2690], [0.3461, 0.3561, -0.2623], [0.2579, -0.3204, 0.1031], [0.2859, -0.3782, -0.0245], [0.1082, 0.0001, -0.2188], [-0.0788, 0.2392, 0.0239], [-0.0413, -0.2022, 0.0475], [0.0883, 0.1468, -0.3724], [-0.0971, -0.0194, 0.4507], [0.0441, 0.0088, -0.2614], [-0.0342, -0.0259, 0.1230], [0.0808, -0.0113, -0.0465], [0.0001, 0.0220, 0.0340], [-0.0873, -0.1390, 0.0277], [-0.0378, -0.0435, 0.0007], [0.0556, -0.0411, 0.0630], [0.0387, 0.0134, -0.0082], [-0.0358, 0.0409, -0.0378], [-0.0108, 0.0303, -0.0953], [0.0153, 0.0025, -0.0135], [0.0267, -0.0084, 0.0615], [-0.0944, 0.1683, -0.0687], [0.1493, -0.2542, -0.0216], [-0.1600, 0.3449, -0.2021], [0.2173, -0.0012, 0.5325], [-0.1538, -0.1218, -0.3552], [0.1136, -0.0078, 0.2256], [-0.0361, 0.0407, 0.0039], [0.0175, -0.0182, 0.0503], [0.0742, -0.1029, 0.0321], [0.0371, 0.0052, 0.0011], [0.0754, -0.0045, 0.0641], [-0.0749, 0.0127, 0.0082], [-0.0479, -0.0659, -0.0518], [-0.0616, -0.0023, -0.1148], [-0.0227, 0.0317, -0.0424], [0.0425, 0.0185, 0.0327]]}